1.
{"formula": "C7H17BN2O5S", "method": "ωB97M-V/def2-TZVPD", "smiles": "C[C@H]1CS(=O)(=O)O[C@@](N)(CB(O)O)[C@H]1CN", "multiplicity": 1, "total_charge": 0, "homo_energy_ha": -0.353, "symbols": ["C", "C", "C", "S", "O", "O", "O", "C", "N", "C", "B", "O", "O", "C", "C", "N", "H", "H", "H", "H", "H", "H", "H", "H", "H", "H", "H", "H", "H", "H", "H", "H", "H"], "positions_angstrom": [[0.0891, -1.4904, 1.3965], [-1.0524, -1.2757, 0.3905], [-2.2274, -0.5963, 1.1081], [-2.0874, 1.1882, 1.1341], [-2.1239, 1.6431, 2.4849], [-2.9829, 1.7269, 0.1615], [-0.5836, 1.4423, 0.6715], [-0.0633, 0.8940, -0.5783], [-0.4686, 1.8350, -1.6191], [1.4751, 0.8396, -0.4101], [2.0490, 1.5663, 0.8830], [2.0328, 1.0597, 2.1592], [2.6048, 2.8003, 0.7022], [-0.7392, -0.4558, -0.8769], [-0.0260, -1.2472, -1.9911], [0.9362, -2.2484, -1.5071], [0.1198, -0.6835, 2.1293], [-0.0848, -2.4192, 1.9439], [1.0512, -1.5917, 0.9028], [-1.3975, -2.2597, 0.0630], [-2.2690, -0.8930, 2.1552], [-3.1833, -0.7922, 0.6249], [-0.2926, 2.7807, -1.2941], [0.0914, 1.6951, -2.4515], [1.8317, -0.1920, -0.4443], [1.9120, 1.3596, -1.2629], [2.0737, 0.1039, 2.2144], [3.0394, 3.1067, 1.5017], [-1.7116, -0.1795, -1.2948], [-0.8026, -1.7115, -2.6047], [0.5030, -0.5527, -2.6460], [1.7498, -2.2754, -2.1077], [0.5370, -3.1775, -1.5383]]}

---

2.
{"formula": "C4H12", "method": "ωB97M-V/def2-TZVPD", "multiplicity": 2, "s2": 0.75, "relative_energy_kcal_mol": 19.2, "total_charge": 1, "homo_energy_ha": [-0.591, -0.567], "symbols": ["C", "C", "H", "H", "H", "H", "H", "H", "C", "C", "H", "H", "H", "H", "H", "H"], "positions_angstrom": [[-0.9248, -0.3533, 1.3631], [-1.6531, -1.7351, 1.2746], [-0.9103, 0.0007, 2.4133], [0.0503, -0.3831, 0.9295], [-1.4490, 0.3633, 0.7661], [-1.4843, -2.2066, 0.3418], [-2.7813, -1.5906, 1.2804], [-1.2717, -2.3386, 2.0369], [1.8258, 0.6585, -0.8832], [0.7260, 1.3827, -1.6253], [2.8176, 0.9480, -1.2492], [1.8637, 0.7526, 0.1700], [1.8495, -0.3996, -1.2019], [-0.2891, 1.2339, -1.2266], [0.8548, 1.1657, -2.7330], [0.7758, 2.5015, -1.6566]]}

---

3.
{"formula": "C31H35N7O5RuS", "method": "ωB97M-V/def2-TZVPD", "multiplicity": 6, "s2": 8.76, "relative_energy_kcal_mol": 15.5, "total_charge": 1, "homo_energy_ha": [-0.409, -0.422], "symbols": ["Ru", "C", "N", "C", "C", "N", "C", "C", "C", "C", "C", "C", "N", "C", "N", "C", "C", "C", "C", "C", "C", "N", "H", "H", "H", "H", "H", "H", "H", "H", "H", "H", "H", "H", "H", "H", "H", "C", "C", "C", "C", "C", "C", "C", "S", "O", "O", "N", "C", "C", "O", "O", "H", "H", "H", "H", "H", "H", "H", "H", "H", "O", "C", "C", "C", "C", "C", "C", "N", "H", "H", "H", "H", "H", "H", "H", "H", "H", "H", "H"], "positions_angstrom": [[0.1866, 1.1687, 0.5704], [1.1751, 3.9671, -1.4778], [1.1126, 2.7162, -2.2064], [-0.0921, 2.4367, -2.9332], [-1.3512, 2.2194, -2.1262], [-1.4459, 1.9309, -0.8465], [-2.8196, 1.7809, -0.5803], [-3.4942, 1.4748, 0.6008], [-4.8712, 1.3892, 0.5339], [-5.5708, 1.6042, -0.6622], [-4.9134, 1.9147, -1.8353], [-3.5289, 1.9959, -1.7617], [-2.5635, 2.2783, -2.7169], [1.7339, 3.8190, -0.0992], [1.1448, 3.1600, 0.8888], [1.9348, 3.3955, 2.0267], [1.7245, 3.0544, 3.3615], [2.6739, 3.4678, 4.2733], [3.7943, 4.2174, 3.8842], [3.9858, 4.6030, 2.5738], [3.0251, 4.1826, 1.6621], [2.8578, 4.4279, 0.3084], [0.1743, 4.3970, -1.3543], [1.7759, 4.7080, -2.0160], [1.4605, 1.8991, -1.7236], [0.0731, 1.5405, -3.5364], [-0.2893, 3.2471, -3.6424], [-2.9645, 1.3190, 1.5292], [-5.4273, 1.1581, 1.4323], [-6.6497, 1.5301, -0.6640], [-5.4503, 2.0863, -2.7582], [-2.7285, 2.5166, -3.6805], [0.8318, 2.5350, 3.6779], [2.5407, 3.2268, 5.3191], [4.5107, 4.5211, 4.6348], [4.8305, 5.2103, 2.2792], [3.4395, 5.0094, -0.2725], [-3.9242, -4.6948, 1.7327], [-2.5968, -4.0209, 1.5423], [-2.5132, -2.7727, 0.9250], [-1.2982, -2.1310, 0.7830], [-0.1437, -2.7437, 1.2571], [-0.2009, -3.9876, 1.8726], [-1.4266, -4.6178, 2.0038], [1.4192, -1.9383, 1.1561], [1.8454, -1.8841, -0.3057], [2.3601, -2.7273, 1.8829], [1.2757, -0.4505, 1.6395], [0.9398, -0.3835, 3.0769], [-0.4125, 0.2914, 3.3233], [-0.9527, 0.2541, 4.3928], [-0.8817, 0.9683, 2.2804], [-4.6549, -4.3448, 1.0053], [-4.3155, -4.4793, 2.7290], [-3.8337, -5.7765, 1.6425], [-3.4119, -2.2962, 0.5527], [-1.2526, -1.1819, 0.2652], [0.7057, -4.4455, 2.2426], [-1.4747, -5.5884, 2.4812], [1.7075, 0.2059, 3.5816], [0.9538, -1.3599, 3.5632], [0.8419, 0.1496, -1.1179], [1.2478, -1.0612, -1.4967], [2.4626, -0.9240, -2.4137], [3.1864, -2.1835, -2.8659], [2.3037, -3.2459, -3.5144], [1.4408, -3.9884, -2.4991], [0.1349, -3.2920, -2.1167], [0.1358, -1.8385, -1.9307], [3.1633, -0.2527, -1.9129], [2.0747, -0.3901, -3.2887], [3.7090, -2.6278, -2.0154], [3.9580, -1.8696, -3.5723], [2.9512, -3.9653, -4.0184], [1.6776, -2.7975, -4.2946], [2.0374, -4.1744, -1.6032], [1.1639, -4.9703, -2.8896], [-0.2504, -3.7593, -1.2055], [-0.6089, -3.4808, -2.8928], [-0.3688, -1.3321, -2.6400]]}

---

4.
{"formula": "C52H59BrF7GaO3P", "method": "ωB97M-V/def2-TZVPD", "multiplicity": 1, "total_charge": -1, "homo_energy_ha": -0.186, "symbols": ["C", "C", "O", "P", "O", "C", "C", "C", "Ga", "C", "C", "C", "Br", "O", "C", "C", "H", "H", "H", "H", "H", "H", "H", "H", "H", "H", "H", "H", "H", "H", "H", "H", "H", "H", "H", "H", "H", "H", "H", "H", "F", "C", "C", "C", "C", "C", "C", "H", "H", "H", "H", "H", "F", "C", "C", "C", "C", "C", "C", "H", "H", "H", "H", "H", "F", "C", "C", "C", "C", "C", "C", "H", "H", "H", "H", "H", "F", "C", "C", "C", "C", "C", "C", "H", "H", "H", "H", "H", "F", "C", "C", "C", "C", "C", "C", "H", "H", "H", "H", "H", "F", "C", "C", "C", "C", "C", "C", "H", "H", "H", "H", "H", "F", "C", "C", "C", "C", "C", "C", "H", "H", "H", "H", "H"], "positions_angstrom": [[2.4874, -4.5675, 2.2985], [3.1234, -5.2529, 1.0964], [2.1513, -6.0003, 0.3511], [1.8407, -5.4949, -1.1403], [0.8046, -6.3177, -1.7592], [3.3923, -5.3729, -2.0292], [3.4870, -6.2935, -3.2374], [4.8450, -6.0786, -3.9205], [5.1145, -4.1259, -4.4775], [3.3277, -3.4364, -5.2858], [3.1376, -1.9351, -5.1309], [2.0670, -1.3362, -6.0437], [2.6100, -1.5696, -3.2804], [1.4124, -3.9726, -0.9142], [0.0608, -3.7607, -0.4539], [-0.0132, -2.3590, 0.1253], [2.5358, -5.1854, 3.1892], [3.0282, -3.6441, 2.5006], [1.4610, -4.3027, 2.0624], [3.6306, -4.5067, 0.4881], [3.8832, -5.9570, 1.4301], [3.5311, -4.3265, -2.3015], [4.2013, -5.6254, -1.3425], [3.4130, -7.3283, -2.8953], [2.6708, -6.1165, -3.9331], [4.9390, -6.7887, -4.7440], [5.6101, -6.3541, -3.1870], [6.3279, -3.8948, -5.5099], [5.3566, -3.3012, -3.0996], [3.2947, -3.6935, -6.3457], [2.4801, -3.9111, -4.7876], [4.0931, -1.4482, -5.3085], [1.5797, -0.4745, -5.5948], [2.5081, -1.0473, -6.9950], [1.3003, -2.0917, -6.2023], [-0.5867, -3.8407, -1.3219], [-0.2081, -4.5163, 0.2806], [-0.1116, -1.6361, -0.6803], [-0.8292, -2.2542, 0.8330], [0.9349, -2.1376, 0.6119], [-1.4721, 0.0860, 2.2555], [-0.3423, 0.8310, 2.2543], [-0.3942, 2.1055, 1.7301], [0.7604, 2.8737, 1.7361], [1.9389, 2.3562, 2.2570], [1.9656, 1.0668, 2.7719], [0.8154, 0.2912, 2.7751], [-1.3221, 2.4847, 1.3293], [0.7371, 3.8746, 1.3332], [2.8390, 2.9568, 2.2573], [2.8818, 0.6585, 3.1716], [0.8140, -0.7145, 3.1732], [-3.3655, 3.6348, 1.6167], [-4.4592, 2.8870, 1.3475], [-4.3148, 1.7446, 0.5875], [-5.4426, 0.9835, 0.3189], [-6.6844, 1.3734, 0.8018], [-6.8002, 2.5281, 1.5626], [-5.6792, 3.2944, 1.8454], [-3.3389, 1.4584, 0.2196], [-5.3475, 0.0809, -0.2695], [-7.5614, 0.7774, 0.5871], [-7.7673, 2.8355, 1.9358], [-5.7437, 4.1955, 2.4407], [3.4573, -1.6723, 2.9338], [4.2988, -2.0212, 1.9231], [3.7677, -2.3558, 0.6931], [4.6432, -2.7093, -0.3259], [6.0072, -2.7196, -0.0985], [6.5169, -2.3850, 1.1445], [5.6571, -2.0263, 2.1751], [2.6960, -2.3412, 0.5371], [4.2688, -2.9716, -1.3079], [6.6725, -2.9971, -0.9024], [7.5830, -2.4018, 1.3148], [6.0251, -1.7574, 3.1567], [0.7945, 6.0691, 0.6678], [0.3199, 7.0972, 1.3987], [-0.8321, 7.7324, 0.9830], [-1.3175, 8.7863, 1.7424], [-0.6507, 9.1892, 2.8911], [0.5065, 8.5324, 3.2852], [1.0006, 7.4735, 2.5381], [-1.3330, 7.4014, 0.0835], [-2.2224, 9.2931, 1.4350], [-1.0337, 10.0125, 3.4789], [1.0293, 8.8439, 4.1794], [1.8962, 6.9416, 2.8293], [-9.4684, 0.7776, 3.0798], [-10.4183, 1.5997, 3.5682], [-11.0645, 2.4566, 2.7016], [-12.0409, 3.3015, 3.2070], [-12.3528, 3.2810, 4.5592], [-11.6859, 2.4100, 5.4098], [-10.7099, 1.5569, 4.9163], [-10.7978, 2.4610, 1.6533], [-12.5578, 3.9785, 2.5403], [-13.1134, 3.9436, 4.9495], [-11.9239, 2.3942, 6.4649], [-10.1799, 0.8676, 5.5593], [8.8487, -3.9319, -0.0645], [9.6121, -4.2008, -1.1464], [8.9815, -4.4434, -2.3508], [9.7646, -4.7090, -3.4630], [11.1491, -4.7357, -3.3560], [11.7555, -4.4907, -2.1318], [10.9849, -4.2157, -1.0110], [7.9004, -4.4197, -2.4165], [9.2859, -4.8918, -4.4155], [11.7544, -4.9453, -4.2278], [12.8341, -4.5122, -2.0459], [11.4340, -4.0145, -0.0476], [-9.1889, 4.6772, 0.9146], [-8.5664, 5.3875, -0.0509], [-8.6653, 4.9622, -1.3591], [-8.0242, 5.6965, -2.3453], [-7.2958, 6.8302, -2.0136], [-7.2097, 7.2332, -0.6886], [-7.8504, 6.5107, 0.3068], [-9.2297, 4.0698, -1.5934], [-8.0919, 5.3782, -3.3767], [-6.7935, 7.3959, -2.7863], [-6.6379, 8.1128, -0.4253], [-7.7984, 6.8068, 1.3459]]}

---

5.
{"formula": "C15H20N2O4", "method": "ωB97M-V/def2-TZVPD", "smiles": "CCOC(=O)Nc1ccc(C(=O)NC[C@H]2CCCO2)cc1", "multiplicity": 1, "relative_energy_kcal_mol": 17.6, "total_charge": 0, "homo_energy_ha": -0.317, "symbols": ["C", "C", "H", "H", "O", "C", "O", "N", "C", "C", "C", "C", "C", "C", "H", "H", "C", "O", "N", "H", "C", "H", "C", "H", "C", "H", "H", "C", "H", "C", "H", "O", "H", "H", "H", "H", "H", "H", "H", "H", "H"], "positions_angstrom": [[3.4212, -4.1324, -5.1451], [3.6155, -4.3168, -3.6471], [3.8099, -5.3622, -3.3991], [4.4397, -3.6894, -3.2932], [2.4344, -3.9820, -2.9178], [2.2423, -2.6662, -2.6654], [3.0080, -1.7933, -2.9749], [1.0593, -2.5292, -2.0000], [0.4469, -1.3667, -1.5341], [0.9928, -0.0991, -1.7209], [0.3267, 1.0096, -1.2396], [-0.8764, 0.8867, -0.5502], [-1.4222, -0.3817, -0.3745], [-0.7699, -1.4949, -0.8647], [-1.2063, -2.4756, -0.7348], [-2.3779, -0.5078, 0.1146], [-1.5341, 2.1334, -0.0609], [-1.4454, 3.1926, -0.6467], [-2.2537, 1.9793, 1.0823], [-2.1937, 1.1028, 1.5752], [-2.7959, 3.1061, 1.7965], [-2.6018, 3.9802, 1.1704], [-2.1338, 3.3065, 3.1731], [-2.4898, 4.2641, 3.5742], [-2.4193, 2.1510, 4.1569], [-3.1148, 2.4547, 4.9361], [-2.8521, 1.2977, 3.6325], [-1.0382, 1.8002, 4.7137], [-0.9260, 0.7436, 4.9466], [-0.1193, 2.2529, 3.5784], [0.8833, 2.5265, 3.9099], [-0.7235, 3.4125, 3.0515], [-0.0329, 1.4722, 2.8066], [-0.8316, 2.3855, 5.6096], [-3.8772, 2.9884, 1.9335], [0.7323, 1.9982, -1.3898], [1.9277, 0.0061, -2.2447], [0.5657, -3.3950, -1.8293], [2.5747, -4.7206, -5.4915], [3.2398, -3.0839, -5.3678], [4.3163, -4.4539, -5.6696]]}